The following is a quantum chemistry calculation of a structure of composition C18H26InO28S6 in a non-equilibrium geometry, from the Open Molecules 2025 dataset.

Results
M	997.6	g/mol
electronic energy	-146587.0417	eV
highest occupied orbital energy	-12.867	eV
energy relative to the best compared isomer or geometry (same formula, charge and spin)	0.000	eV
total charge	+1
gap between HOMO and LUMO	5.1	eV

```
79
Properties=species:S:1:pos:R:3:forces:R:3:mulliken_charge:R:1
In 4.710086 0.762320 -0.433340 -0.526 -0.195 -0.234 1.062
C -0.188123 -0.379799 -0.183226 1.174 0.216 -0.284 -0.104
C 1.130538 0.220766 -0.158733 -0.029 0.936 -0.486 1.456
C 1.229079 1.733654 -0.333323 -0.432 -0.361 -0.434 0.338
O 2.319542 2.239331 -0.485968 0.273 0.272 0.178 -0.730
C -0.008827 2.470841 -0.417309 0.970 -0.503 0.240 -0.535
C -1.306169 1.861584 -0.495640 0.289 0.346 0.494 0.120
C -1.405108 0.373763 -0.343788 -0.312 -0.926 -0.118 -0.224
O -2.476418 -0.186469 -0.342373 -0.257 0.061 0.070 -0.568
O -2.297750 2.537269 -0.545369 -0.916 0.396 -0.292 -0.570
O 2.164799 -0.405333 -0.137815 0.257 -0.530 0.420 -0.804
H -0.174822 -1.464428 -0.228935 -0.444 -0.002 0.051 0.924
H 0.078847 3.551024 -0.376766 -0.201 0.042 -0.122 0.648
C 1.742914 -4.127954 -1.104529 -0.300 0.086 -0.805 -0.102
C 2.991271 -4.760541 -0.501069 0.164 0.491 0.769 -0.275
O 4.110416 -4.175697 -1.204314 -0.131 -0.083 -0.397 -0.369
S 3.648054 -3.062142 -2.247585 -0.421 -0.666 0.420 1.052
O 3.539535 -3.602225 -3.549077 0.219 -0.042 -0.045 -0.542
O 4.413245 -1.898361 -1.986661 0.272 0.715 0.004 -0.530
O 2.201565 -2.862910 -1.626825 0.061 0.137 -0.065 -0.015
H 0.931355 -3.849127 -0.440929 0.174 -0.384 0.412 0.091
H 1.330896 -4.718369 -1.926615 0.062 0.015 -0.003 0.223
H 3.045978 -5.841589 -0.566823 -0.097 -0.023 -0.205 0.323
H 3.110710 -4.449977 0.537923 -0.034 -0.140 0.021 0.235
C -3.786570 -3.125048 -1.856970 1.139 0.248 -0.451 -0.331
C -2.711071 -3.858999 -1.041122 -1.418 0.038 0.236 -0.455
O -1.484004 -3.230998 -1.360223 0.397 0.327 -0.137 -0.276
S -1.498385 -2.765827 -2.909676 -1.241 -0.182 1.085 0.961
O -1.037036 -3.834478 -3.697545 0.557 -0.305 -0.618 -0.592
O -0.935798 -1.465127 -2.957072 0.449 0.266 -0.107 -0.255
O -3.069164 -2.657930 -3.041848 0.071 -0.211 -0.197 -0.346
H -4.123949 -2.197121 -1.406289 -0.434 -0.304 0.333 0.266
H -4.543323 -3.834210 -2.171063 -0.334 0.344 -0.041 0.327
H -2.735494 -4.919192 -1.291657 0.454 -0.008 -0.029 0.355
H -2.952147 -3.724484 0.011697 0.449 -0.077 0.093 0.338
C 0.046145 1.183147 -5.057131 -0.982 -1.380 -0.795 -0.317
C 1.192234 1.300986 -6.080986 -0.239 -0.027 -0.502 -0.491
O 2.368860 1.435722 -5.273197 0.412 -0.036 -0.285 -0.365
S 2.164132 0.514423 -4.011999 0.141 -0.262 -0.441 1.152
O 3.017784 0.978734 -2.986254 0.084 0.641 0.814 -0.598
O 2.214512 -0.863157 -4.333367 -0.373 -0.052 -0.299 -0.568
O 0.661931 0.985504 -3.773365 0.103 0.461 0.498 -0.013
H -0.547675 0.284747 -5.253085 0.220 -0.035 -0.063 0.190
H -0.695546 1.977261 -5.091225 0.554 0.531 0.624 0.373
H 1.097679 2.145101 -6.758313 0.195 0.314 0.383 0.340
H 1.284062 0.426489 -6.726065 -0.021 -0.184 0.307 0.297
C 0.736106 2.629753 3.706273 0.682 0.279 -0.527 -0.212
C 1.781089 3.055635 4.735461 -1.016 0.332 0.057 -0.434
O 2.996239 2.431971 4.328360 -0.051 -0.638 0.082 -0.300
S 2.727202 1.156898 3.418001 0.041 1.310 -1.140 1.010
O 3.105170 -0.052302 4.006814 -0.030 -0.950 0.968 -0.544
O 3.230779 1.446489 2.116817 0.221 0.177 -0.271 -0.509
O 1.137242 1.286992 3.347404 -0.213 -0.170 0.500 -0.406
H 0.816226 3.240618 2.802570 -0.191 0.021 0.058 0.184
H -0.274602 2.622515 4.097883 -0.035 -0.161 -0.020 0.369
H 1.429242 2.732220 5.715969 0.584 -0.108 0.144 0.321
H 1.932767 4.130635 4.719823 0.088 -0.002 0.102 0.322
C 0.145036 -1.832957 2.752119 -0.363 0.399 -0.040 0.631
C 0.073514 -1.546998 4.244860 -0.022 0.801 0.429 0.025
O 0.249718 -2.807540 4.897665 -0.058 -0.369 -0.091 -0.375
S 0.436044 -3.973849 3.822311 0.141 0.441 -0.008 1.166
O -0.839736 -4.481150 3.497883 -0.747 -0.206 -0.325 -0.551
O 1.491224 -4.838314 4.155123 0.467 -0.079 0.289 -0.559
O 0.933491 -3.004800 2.634668 0.117 -0.219 -0.007 -0.212
H 0.590731 -1.010275 2.200860 0.287 -0.133 0.014 -0.772
H -0.860817 -2.025149 2.365047 0.047 -0.044 -0.050 0.228
H -0.868995 -1.043623 4.474353 -0.219 -0.593 0.226 0.276
H 0.840971 -0.895882 4.654190 0.323 -0.132 -0.390 0.226
C -2.825275 4.880389 1.865667 0.605 0.493 0.629 0.048
C -2.890899 5.582609 0.498807 -0.745 -0.469 -0.879 -0.239
O -4.145895 6.282975 0.514626 0.151 0.507 -0.142 -0.385
S -5.174707 5.414949 1.343939 0.913 -0.450 -0.137 1.113
O -5.493592 4.230011 0.644344 -0.039 -0.550 -0.450 -0.518
O -6.171516 6.248510 1.846696 -0.784 0.818 0.698 -0.534
O -4.103981 5.042228 2.477993 -0.351 -0.132 0.018 -0.353
H -2.143421 5.386562 2.551983 0.122 -0.054 -0.144 0.256
H -2.548827 3.828851 1.797862 -0.206 -0.049 -0.170 0.004
H -2.974631 4.871993 -0.323560 0.275 -0.201 0.167 0.227
H -2.104687 6.288862 0.253033 0.004 0.164 0.410 0.399
```
Positions in Å, forces in eV/Å.